{
  "formula": "C55H28Cl4N7O2S4SeTa",
  "method": "ωB97M-V/def2-TZVPD",
  "species": ["Ta", "Cl", "C", "C", "C", "C", "C", "C", "C", "C", "C", "C", "C", "C", "C", "C", "C", "C", "Cl", "C", "C", "C", "N", "C", "C", "C", "C", "C", "C", "Cl", "C", "C", "C", "C", "C", "C", "N", "C", "C", "C", "C", "C", "N", "C", "C", "C", "C", "Cl", "C", "C", "C", "C", "N", "H", "H", "H", "H", "H", "H", "H", "H", "H", "H", "H", "H", "H", "H", "H", "H", "H", "H", "H", "H", "H", "H", "H", "H", "S", "C", "C", "N", "C", "S", "C", "N", "O", "S", "O", "N", "C", "S", "C", "C", "C", "C", "C", "C", "H", "H", "H", "H", "Se"],
  "positions_angstrom": [[0.8400, -0.7914, 0.0105], [0.8301, -10.0337, 0.1487], [0.8030, -8.3177, 0.4796], [1.0686, -7.8751, 1.7636], [1.0427, -6.5153, 2.0221], [0.7594, -5.5989, 1.0128], [0.4821, -6.0754, -0.2660], [0.5053, -7.4331, -0.5392], [0.7141, -4.1359, 1.2294], [-0.5011, -3.5035, 1.0361], [-1.7621, -4.1762, 1.0816], [-2.7081, -3.2169, 1.1790], [-2.0314, -1.9561, 1.1107], [-2.7005, -0.7381, 1.0993], [-4.1749, -0.7721, 1.3165], [-5.0667, -0.8781, 0.2570], [-6.4318, -0.9286, 0.4877], [-6.8975, -0.8746, 1.7882], [-8.6207, -0.9405, 2.0862], [-6.0325, -0.7655, 2.8616], [-4.6709, -0.7147, 2.6136], [-2.0893, 0.4861, 0.9324], [-0.7419, 0.7097, 0.8422], [-0.6230, 2.0670, 0.7279], [0.5759, 2.7597, 0.7431], [0.5325, 4.2290, 0.5434], [0.0469, 4.7547, -0.6480], [-0.0192, 6.1258, -0.8433], [0.4076, 6.9672, 0.1646], [0.3396, 8.6997, -0.0709], [0.8710, 6.4757, 1.3731], [0.9208, 5.1055, 1.5567], [1.7948, 2.1266, 1.0271], [3.0369, 2.8143, 1.2535], [3.9161, 1.8955, 1.7110], [3.2311, 0.6329, 1.7269], [1.9503, 0.7851, 1.2473], [3.8060, -0.5489, 2.1624], [3.1852, -1.7983, 2.1547], [3.8796, -3.0094, 2.4674], [3.0643, -4.0248, 2.0960], [1.8466, -3.4249, 1.6409], [1.9279, -2.0604, 1.7021], [5.2214, -0.4954, 2.6234], [5.5530, 0.0572, 3.8557], [6.8699, 0.1155, 4.2830], [7.8605, -0.3877, 3.4602], [9.5250, -0.3258, 3.9913], [7.5627, -0.9375, 2.2258], [6.2412, -0.9875, 1.8143], [-1.9175, 2.7046, 0.7309], [-2.8242, 1.7226, 0.8613], [-0.6794, -2.1414, 1.0265], [1.2779, -8.5857, 2.5495], [1.2105, -6.1643, 3.0287], [0.2664, -5.3650, -1.0532], [0.2991, -7.7972, -1.5348], [-1.8909, -5.2426, 1.1094], [-3.7699, -3.3403, 1.2884], [-4.6913, -0.8905, -0.7550], [-7.1258, -0.9971, -0.3363], [-6.4190, -0.7208, 3.8681], [-3.9775, -0.6293, 3.4397], [-0.2912, 4.0861, -1.4285], [-0.4222, 6.5221, -1.7635], [1.1716, 7.1543, 2.1575], [1.2536, 4.7075, 2.5042], [3.2055, 3.8608, 1.0965], [4.9371, 2.0559, 2.0056], [4.8660, -3.0824, 2.8899], [3.2736, -5.0751, 2.1401], [4.7654, 0.4469, 4.4860], [7.1258, 0.5421, 5.2414], [8.3540, -1.3136, 1.5947], [5.9860, -1.3977, 0.8473], [-2.0990, 3.7584, 0.6235], [-3.8937, 1.8101, 0.8881], [-0.6255, -1.8524, -1.6940], [-0.1265, -1.1354, -3.1898], [-0.4597, -1.8280, -4.3958], [-0.7373, -2.3828, -5.3634], [0.5061, 0.0651, -3.2193], [0.7608, 1.0101, -1.8031], [0.9510, 0.6311, -4.4599], [1.3372, 1.0684, -5.4492], [-2.7926, 5.7529, -2.4833], [-3.7868, 4.8635, -3.0410], [-5.1098, 5.4166, -3.2175], [-3.8293, 3.4596, -2.2354], [-3.4850, 2.4383, -2.9934], [-3.3984, 0.8434, -2.5189], [-3.0944, 2.8372, -4.3908], [-2.6443, 2.0361, -5.4252], [-2.3094, 2.6431, -6.6259], [-2.4262, 4.0211, -6.7887], [-2.8806, 4.8233, -5.7492], [-3.2052, 4.1967, -4.5654], [-2.5493, 0.9685, -5.2769], [-1.9255, 2.0394, -7.4346], [-2.1422, 4.4734, -7.7286], [-2.9680, 5.8940, -5.8578], [2.8094, -1.4769, -1.1421]],
  "atomic_forces_ev_per_a": [[0.496, -0.522, 0.841], [0.006, 0.007, -0.004], [-0.002, -0.099, 0.045], [-0.020, -0.044, -0.055], [-0.085, 0.065, -0.035], [0.082, -0.060, 0.012], [0.091, -0.039, -0.018], [-0.014, -0.008, -0.052], [0.133, 0.290, 0.042], [0.147, -0.044, 0.213], [-0.007, -0.013, 0.028], [0.012, -0.030, 0.011], [-0.041, 0.119, -0.033], [0.014, -0.105, -0.059], [-0.050, -0.009, -0.002], [0.041, 0.015, -0.027], [-0.053, 0.008, 0.035], [-0.088, -0.004, 0.009], [0.015, -0.003, 0.004], [-0.047, -0.014, -0.039], [0.033, 0.005, 0.024], [0.059, -0.016, 0.023], [-0.196, 0.008, -0.342], [0.068, 0.002, 0.281], [0.301, -0.197, -0.004], [0.045, 0.071, 0.120], [0.036, 0.022, -0.047], [-0.039, 0.036, -0.098], [-0.007, 0.107, 0.019], [0.006, -0.024, 0.001], [-0.028, -0.009, -0.048], [0.018, -0.045, -0.069], [-0.169, 0.126, -0.005], [-0.091, -0.138, 0.083], [-0.123, -0.005, -0.050], [0.034, -0.088, -0.113], [0.078, 0.067, -0.188], [-0.087, 0.074, -0.084], [-0.083, 0.169, 0.050], [-0.061, -0.108, -0.021], [-0.036, 0.112, 0.009], [-0.197, -0.109, 0.034], [0.109, 0.042, -0.207], [0.040, 0.080, 0.034], [-0.058, -0.030, -0.023], [0.050, -0.022, -0.011], [0.069, -0.007, 0.019], [0.000, 0.004, -0.001], [0.017, 0.020, 0.042], [-0.031, 0.046, -0.026], [-0.030, -0.055, -0.115], [0.049, 0.115, 0.067], [-0.026, -0.059, -0.263], [0.013, -0.041, 0.029], [0.077, 0.081, 0.102], [-0.019, 0.036, -0.040], [-0.008, -0.030, -0.038], [-0.024, -0.119, 0.003], [-0.105, -0.009, -0.015], [0.056, 0.021, -0.094], [-0.043, -0.002, -0.048], [-0.032, 0.007, 0.075], [0.035, 0.007, 0.038], [-0.018, -0.033, -0.048], [-0.046, 0.003, -0.011], [0.013, 0.044, 0.038], [0.052, -0.058, 0.079], [-0.003, 0.201, -0.025], [0.101, -0.004, 0.026], [0.070, 0.018, 0.004], [-0.015, -0.212, 0.010], [-0.045, 0.018, 0.035], [0.020, 0.023, 0.049], [0.046, -0.021, -0.030], [-0.042, -0.049, -0.081], [-0.016, 0.075, -0.006], [-0.124, 0.011, -0.031], [-0.067, 0.167, -0.078], [-0.014, -0.039, -0.046], [0.093, 0.236, 0.212], [-0.078, -0.208, -0.248], [0.046, 0.021, -0.070], [0.008, 0.193, 0.115], [-0.157, -0.218, 0.237], [0.080, 0.180, -0.287], [0.064, 0.085, 0.026], [-0.099, 0.000, 0.133], [0.050, 0.043, 0.006], [-0.196, 0.271, 0.260], [0.193, -0.188, -0.050], [-0.042, -0.258, 0.032], [0.012, -0.140, 0.023], [0.004, -0.055, 0.007], [0.034, 0.038, 0.040], [0.005, 0.046, 0.033], [0.024, -0.069, -0.099], [0.012, 0.121, -0.129], [0.016, -0.015, 0.031], [0.020, -0.047, -0.090], [0.012, 0.033, -0.081], [-0.008, 0.102, -0.014], [-0.338, 0.029, 0.012]],
  "homo_lumo_gap_ev": 5.079,
  "homo_energy_ha": -0.0944,
  "charge": -2,
  "multiplicity": 1,
  "total_energy_ev": -232351.4778
}